Entry 1:
{
  "formula": "C18H21N5O2STeW",
  "method": "ωB97M-V with the def2-TZVPD basis set",
  "e_tot_ha": -1855.3620,
  "homo_lumo_gap_ha": [0.2065, 0.1932],
  "charge": 2,
  "de_lowest_ev": 2.7335,
  "homo_ev": [-14.1, -14.2],
  "molar_mass_g_mol": 682.91,
  "species": ["W", "C", "C", "N", "C", "S", "N", "N", "C", "C", "C", "C", "C", "C", "C", "N", "H", "H", "H", "H", "H", "H", "H", "H", "H", "H", "H", "H", "H", "O", "N", "O", "C", "Te", "C", "C", "C", "C", "C", "C", "C", "H", "H", "H", "H", "H", "H", "H", "H"],
  "xyz": [[-1.1304, 1.9229, -0.0592], [3.3442, -1.0607, 1.9242], [2.9236, -0.1921, 3.1059], [1.5147, 0.1645, 3.0463], [0.9298, 0.7764, 2.0373], [-0.8624, 0.9940, 2.1327], [1.5503, 1.1805, 0.9532], [0.7747, 1.8853, 0.1527], [0.8552, 2.0142, -1.1953], [1.7768, 1.1418, -1.9931], [0.2653, 3.2655, -1.7187], [0.6201, 3.9243, -2.8992], [-0.0022, 5.1256, -3.2003], [-1.0193, 5.6103, -2.3777], [-1.3467, 4.8992, -1.2373], [-0.7043, 3.7773, -0.8999], [4.3692, -1.3927, 2.0680], [3.2939, -0.4959, 0.9975], [2.7063, -1.9388, 1.8512], [3.5247, 0.7205, 3.1115], [3.0800, -0.7251, 4.0442], [0.9284, -0.1048, 3.8270], [1.7232, 0.1133, -1.6277], [2.8121, 1.4684, -1.8702], [1.5375, 1.1585, -3.0529], [1.3951, 3.5262, -3.5360], [0.3014, 5.6785, -4.0762], [-1.5421, 6.5226, -2.6181], [-2.1313, 5.2305, -0.5629], [-4.0317, 0.4268, -0.6265], [-4.0672, 1.4593, 0.0414], [-2.9646, 2.1369, -0.0249], [-2.7922, -2.0462, 0.3792], [-1.7350, -0.6127, -0.8933], [-0.0275, -1.7191, -0.0235], [-0.5489, -3.1090, 0.1321], [0.2916, -4.2160, 0.1064], [-0.2342, -5.4818, 0.2966], [-1.6053, -5.6471, 0.4471], [-2.4564, -4.5481, 0.4428], [-1.9306, -3.2722, 0.3230], [-3.7934, -2.2136, -0.0248], [-2.8771, -1.6352, 1.3925], [0.1726, -1.2633, 0.9511], [0.8794, -1.7018, -0.6259], [1.3533, -4.0834, -0.0442], [0.4212, -6.3389, 0.3217], [-2.0188, -6.6358, 0.5659], [-3.5221, -4.6903, 0.5363]],
  "atomic_forces_ev_per_a": [[0.990, -0.438, 1.795], [-0.004, 0.021, 0.140], [0.790, -0.107, -0.316], [-0.481, 0.088, 0.043], [-1.207, -0.003, 0.188], [0.376, 0.971, -0.940], [1.487, 0.308, -0.329], [0.502, -0.954, 0.993], [0.383, 0.121, -0.295], [-0.185, -0.171, 0.075], [0.603, 0.997, -0.418], [-0.089, -0.272, 0.314], [-0.120, -0.261, 0.130], [0.119, -0.299, 0.329], [-0.519, 0.801, -0.114], [0.595, -0.749, -0.639], [0.045, -0.024, 0.027], [0.036, -0.065, -0.030], [-0.033, -0.135, -0.019], [-0.081, -0.012, 0.149], [-0.062, 0.161, -0.048], [0.048, 0.032, -0.168], [0.018, 0.123, -0.069], [-0.041, 0.104, 0.063], [-0.076, -0.005, -0.029], [0.037, -0.046, -0.018], [-0.008, 0.044, -0.088], [-0.023, 0.062, 0.072], [0.101, -0.051, -0.093], [-0.520, 2.527, 1.594], [-2.208, -2.818, -1.141], [-1.642, 0.883, -0.174], [-0.446, 0.092, 0.407], [1.687, -1.771, -0.440], [-0.076, 0.301, -0.159], [-0.425, -0.190, 0.048], [-0.144, 0.232, 0.081], [-0.205, -0.034, 0.025], [0.003, 0.128, 0.044], [0.036, -0.155, -0.028], [0.682, 0.247, -0.329], [0.162, 0.205, -0.032], [0.087, 0.144, -0.259], [-0.049, 0.005, -0.232], [-0.099, 0.171, -0.064], [0.096, 0.002, -0.031], [0.023, -0.077, -0.074], [-0.041, -0.100, 0.004], [-0.122, -0.033, 0.054]],
  "lowdin_charge": [1.226, -0.072, -0.188, 0.035, -0.681, 0.737, 0.064, -0.241, -0.338, 0.009, -0.232, 0.039, 0.018, 0.009, -0.058, -0.061, 0.090, 0.054, 0.073, 0.132, 0.133, 0.150, 0.070, 0.117, 0.097, 0.131, 0.136, 0.131, 0.142, -0.174, -0.051, -0.382, -0.277, 1.487, -0.347, -0.298, -0.024, -0.043, -0.039, -0.013, -0.292, 0.082, 0.085, 0.023, 0.062, 0.119, 0.118, 0.118, 0.125]
}



Entry 2:
{
  "formula": "C4H14N2O",
  "method": "ωB97M-V with the def2-TZVPD basis set",
  "e_tot_ha": -345.3748,
  "homo_lumo_gap_ha": 0.3483,
  "de_lowest_ev": 5.4795,
  "homo_ev": -8.5,
  "molar_mass_g_mol": 106.17,
  "species": ["N", "C", "C", "N", "C", "C", "H", "H", "H", "H", "H", "H", "H", "H", "H", "H", "H", "H", "H", "H", "O"],
  "xyz": [[-1.0155, -1.0523, 1.0573], [-0.3590, -1.8115, -0.0609], [1.0979, -1.2192, -0.3531], [0.6928, 0.5750, 0.3178], [1.9423, 1.3604, 0.2450], [-0.1985, 0.9711, -0.7845], [-0.1500, -0.1796, 0.9768], [-1.1092, -1.6545, 1.8887], [-0.1621, -2.9200, 0.2194], [-0.7552, -1.7034, -0.9666], [1.9456, -1.1816, 0.3125], [1.3608, -1.0960, -1.3502], [2.1174, 1.6488, -0.7418], [2.8790, 0.7281, 0.5788], [1.9513, 2.1910, 0.8981], [0.3063, 1.7084, -1.3777], [-0.5644, 0.0936, -1.4182], [-1.1376, 1.4913, -0.4281], [-2.4161, -0.0093, 0.4100], [-3.4800, 1.2908, 0.6127], [-2.9461, 0.7691, -0.0358]],
  "atomic_forces_ev_per_a": [[1.205, -0.299, -1.534], [4.044, -1.721, 4.953], [-2.012, 3.400, 3.928], [1.638, -2.266, -3.483], [1.424, -3.164, 1.904], [-1.972, 0.643, -0.248], [-1.737, -1.036, 2.128], [0.390, 0.656, -0.632], [-0.679, 1.596, -0.738], [-2.544, -0.054, -3.406], [0.071, -1.330, 0.290], [0.404, 0.236, -1.820], [0.437, 0.638, -1.575], [-1.803, 0.972, -0.525], [-0.352, 1.050, 0.685], [0.249, 0.101, -0.832], [0.523, 1.545, 0.759], [1.179, -0.754, -0.191], [-1.022, 1.556, -0.176], [0.873, -1.169, -0.574], [-0.314, -0.600, 1.086]],
  "lowdin_charge": [-0.091, -0.268, 0.046, -0.192, -0.103, -0.141, 0.044, 0.060, 0.134, 0.025, 0.069, 0.064, 0.045, 0.113, 0.063, 0.062, 0.095, 0.079, 0.031, 0.046, -0.178]
}



Entry 3:
{
  "formula": "C5H10O",
  "method": "ωB97M-V with the def2-TZVPD basis set",
  "e_tot_ha": -271.7108,
  "homo_lumo_gap_ha": 0.3910,
  "de_lowest_ev": 1.1374,
  "homo_ev": -9.5,
  "molar_mass_g_mol": 86.13,
  "species": ["C", "C", "C", "O", "C", "C", "H", "H", "H", "H", "H", "H", "H", "H", "H", "H"],
  "xyz": [[-1.5877, 0.6511, -0.2305], [-0.6144, -0.1440, 0.6182], [-0.2770, -1.5433, 0.1105], [1.1025, -1.3882, 0.4635], [0.9269, 0.0388, 0.6086], [1.5670, 0.7900, -0.5432], [-1.9362, 1.5655, 0.2577], [-2.4655, 0.0183, -0.4135], [-1.1690, 0.9138, -1.2078], [-0.9602, -0.1820, 1.6564], [-0.4054, -1.6326, -0.9803], [-0.7642, -2.3944, 0.5981], [1.3579, 0.3775, 1.5596], [2.6447, 0.5924, -0.5463], [1.4148, 1.8708, -0.4405], [1.1658, 0.4664, -1.5105]],
  "atomic_forces_ev_per_a": [[0.004, 0.064, -0.054], [-0.095, -0.033, 0.053], [-0.288, -0.211, -0.096], [0.152, -0.123, -0.017], [0.133, 0.309, 0.056], [-0.029, 0.006, -0.037], [0.108, -0.069, -0.062], [0.062, 0.185, 0.009], [-0.023, -0.037, 0.136], [0.026, -0.037, -0.154], [0.034, -0.036, 0.157], [0.167, 0.062, -0.021], [-0.097, -0.029, -0.131], [-0.174, 0.042, 0.017], [-0.006, -0.145, -0.021], [0.027, 0.051, 0.165]],
  "lowdin_charge": [-0.066, -0.288, -0.168, -0.092, -0.339, -0.044, 0.075, 0.082, 0.073, 0.138, 0.122, 0.119, 0.139, 0.083, 0.085, 0.081]
}